1.
Entry from OMol25: a 2-piece molecular cluster, C3H11N3S overall in a non-equilibrium geometry (ωB97M-V with the def2-TZVPD basis set).

The geometry in XYZ format:
```
18
Properties=species:S:1:pos:R:3:mulliken_charge:R:1
C 1.1250 -0.6090 1.9317 -0.38
C 0.8616 -0.4540 0.4343 -0.56
S 1.2256 -1.9693 -0.5274 -0.25
N 0.9076 0.6816 2.6074 -0.61
H 0.4908 -1.4461 2.3147 0.27
H 2.1849 -0.9214 2.1214 0.33
H -0.1765 -0.1227 0.2723 0.19
H 1.5255 0.3311 -0.0013 0.33
H 0.1105 -2.6199 -0.1646 0.14
H -0.1136 0.9547 2.5525 0.23
H 1.1144 0.6103 3.6227 0.24
N -0.2720 0.8168 -2.4118 -0.31
C -1.6199 0.9840 -2.1458 0.05
N -2.2597 0.2504 -1.2914 -0.59
H 0.0645 1.2267 -3.2373 0.23
H 0.1684 -0.0452 -2.1499 0.16
H -2.0860 1.7917 -2.6993 0.32
H -3.2512 0.5405 -1.2280 0.21
```

highest occupied orbital energy = -0.3352 hartree
frontier orbital gap = 10.08 eV
E_tot = -18594.6927 eV
max |F| = 1.6 eV/A


2.
Entry from OMol25: C6H12Br9N3O6 as an isolated structure in a non-equilibrium geometry (ωB97M-V with the def2-TZVPD basis set).

The geometry in XYZ format:
```
36
Properties=species:S:1:pos:R:3:mulliken_charge:R:1
C 1.5935 0.0086 1.0842 -0.49
N 0.2166 0.4863 0.9233 0.96
O -0.6827 -0.3053 1.1618 -0.47
O 0.0373 1.6540 0.6082 -0.53
H 1.6517 -0.9613 0.5955 -0.08
H 1.8568 -0.1601 2.1242 0.13
H 2.2641 0.6969 0.5846 0.43
C -3.1092 -1.1472 -1.5958 -0.28
N -3.7818 0.1795 -1.5423 0.88
O -3.0423 1.1236 -1.3634 -0.51
O -4.9782 0.2450 -1.7013 -0.54
H -3.7531 -1.9990 -1.3869 0.29
H -2.3950 -1.1248 -0.7782 -0.05
H -2.6920 -1.2498 -2.5911 0.20
C -1.3570 4.4024 0.4086 -0.66
N -1.6200 5.7068 1.0675 0.90
O -2.4310 5.7255 1.9606 -0.54
O -1.0238 6.6741 0.6525 -0.55
H -1.5610 3.6366 1.1485 0.27
H -0.3078 4.3359 0.1414 0.27
H -2.0019 4.3056 -0.4578 0.30
C -0.1798 -3.0639 4.8359 -0.38
Br -1.3856 -3.6690 3.4240 -0.01
Br -1.1638 -2.8879 6.5375 -0.04
Br 0.5537 -1.2831 4.4487 0.01
H 0.5843 -3.8158 4.9589 0.42
C 0.7080 -3.1893 -2.5550 -0.24
Br -0.1701 -2.2278 -3.9914 -0.01
Br 0.4081 -5.1350 -2.7357 -0.02
Br -0.0073 -2.6743 -0.7944 0.06
H 1.7646 -2.9646 -2.5546 0.24
C 5.2957 -0.1791 -2.4309 -0.38
Br 4.7131 1.3008 -3.5307 0.02
Br 6.0988 -1.6012 -3.5390 -0.03
Br 3.8732 -1.0217 -1.3984 0.07
H 6.0239 0.1789 -1.7192 0.37
```

highest occupied orbital energy = -0.3882 hartree
frontier orbital gap = 9.85 eV
E_tot = -653544.3471 eV
max |F| = 1.4 eV/A


3.
Entry from OMol25: C24H35F3IrN8O4S2Se as an isolated structure in a non-equilibrium geometry (ωB97M-V with the def2-TZVPD basis set).

The geometry in XYZ format:
```
78
Properties=species:S:1:pos:R:3:mulliken_charge:R:1
Ir 0.2445 0.2016 -0.2426 3.38
C 5.3988 -0.1436 1.4807 -0.61
C 5.2974 0.7040 0.2215 -0.93
N 4.3467 1.8159 0.3628 0.06
C 4.8477 3.0542 0.9779 -0.67
C 4.3460 3.2653 2.4001 -0.90
C 3.0819 1.7448 -0.0432 0.43
S 2.5188 0.2229 -0.6905 -0.66
N 2.3682 2.8697 0.0686 -0.02
C 1.0762 3.0607 -0.0686 -0.09
O 0.1371 2.1915 -0.0500 -0.97
C 0.6075 4.4672 -0.1711 0.41
C -0.7298 4.7312 -0.4708 -0.40
C -1.1724 6.0387 -0.5692 -0.81
C -0.2861 7.0882 -0.3624 -0.37
C 1.0436 6.8298 -0.0611 -0.81
C 1.4921 5.5230 0.0318 -0.10
H 6.1176 -0.9481 1.3266 0.45
H 4.4360 -0.5926 1.7252 -0.05
H 5.7366 0.4500 2.3306 0.27
H 5.0083 0.0955 -0.6302 0.52
H 6.2631 1.1481 -0.0186 0.47
H 4.5553 3.8906 0.3447 0.40
H 5.9340 2.9850 0.9709 0.44
H 3.2609 3.3668 2.4147 0.11
H 4.7772 4.1793 2.8087 0.48
H 4.6348 2.4355 3.0463 0.26
H -1.4095 3.9066 -0.6334 0.51
H -2.2075 6.2425 -0.8082 0.42
H -0.6334 8.1103 -0.4375 0.40
H 1.7305 7.6496 0.1010 0.42
H 2.5250 5.3081 0.2650 0.36
C -2.0102 -0.9606 -3.5160 -0.80
N -2.6785 -1.6846 -2.4402 0.41
C -3.3038 -2.9023 -2.5770 -0.45
C -3.8299 -3.2133 -1.3731 -0.39
N -3.5254 -2.1794 -0.5205 0.32
C -3.8495 -2.1549 0.8998 -0.92
C -2.8216 -1.2486 -1.1784 -0.34
Se -2.2583 0.4239 -0.5105 -0.31
H -2.0565 -1.5745 -4.4108 0.31
H -0.9731 -0.7820 -3.2531 0.25
H -2.5161 -0.0143 -3.6923 0.35
H -3.3136 -3.4433 -3.5057 0.48
H -4.3775 -4.0794 -1.0489 0.46
H -4.5450 -2.9646 1.1002 0.35
H -4.3098 -1.2037 1.1551 0.35
H -2.9451 -2.3062 1.4812 0.37
F 1.8223 -3.8502 -2.2995 -0.20
C 0.7306 -4.1710 -1.6172 0.42
F -0.2986 -4.2520 -2.4668 -0.17
F 0.9001 -5.3402 -1.0266 -0.19
S 0.3830 -2.9171 -0.3236 1.13
O -0.8908 -3.3011 0.2162 -0.59
O 1.5214 -2.9497 0.5477 -0.62
O 0.2814 -1.6395 -1.1424 -0.58
C -0.1226 1.4315 2.4924 -0.33
N -0.1368 1.2993 3.9275 0.21
C 1.2001 0.9206 4.3886 -0.76
N 1.6118 -0.3585 3.8127 0.15
C 1.6404 -0.2460 2.3757 -0.21
N 0.2726 0.1242 1.8163 -1.33
C -0.7044 -0.9303 2.3160 -0.61
N -0.7022 -1.0343 3.7528 0.13
C -1.0808 0.2547 4.3230 -0.76
C 0.6453 -1.3877 4.2056 -0.70
H 0.6036 2.1890 2.2141 0.19
H -1.1093 1.7148 2.1273 0.12
H 1.1923 0.8402 5.4752 0.35
H 1.9142 1.6931 4.0961 0.24
H 1.9362 -1.1840 1.9142 0.34
H 2.3324 0.5459 2.0970 -0.15
H -0.4242 -1.8788 1.8751 0.38
H -1.6908 -0.6364 1.9655 0.31
H -1.0924 0.1786 5.4100 0.35
H -2.0798 0.5241 3.9758 0.33
H 0.9366 -2.3414 3.7643 0.35
H 0.6449 -1.4812 5.2911 0.37
```

highest occupied orbital energy = -0.3964 hartree
frontier orbital gap = 6.99 eV
E_tot = -143571.4368 eV
net charge = +1
max |F| = 1.3 eV/A


4.
Entry from OMol25: a 8-piece molecular cluster, C10H31F3NO9 overall in a non-equilibrium geometry (ωB97M-V with the def2-TZVPD basis set).

The geometry in XYZ format:
```
54
Properties=species:S:1:pos:R:3:mulliken_charge:R:1
N -15.4375 18.8951 -25.3429 -0.19
H -15.8079 19.8277 -25.2282 0.24
H -15.6568 18.3857 -24.4988 0.18
H -14.4523 18.8808 -25.5648 0.33
H -15.9980 18.4349 -26.0459 0.29
O -16.9820 21.9277 -25.0825 -1.02
H -16.2108 22.4606 -24.8074 0.06
C -16.1005 17.1449 -21.2011 -0.07
O -15.9787 16.5378 -22.4999 -0.14
O -16.4877 18.4963 -21.5081 -0.85
C -17.0400 16.1507 -20.3785 0.74
F -16.5160 14.9574 -20.1051 -0.29
F -17.2597 16.6696 -19.1162 -0.33
F -18.1976 16.0666 -20.8955 -0.25
C -15.0014 15.4701 -22.6753 -0.03
C -15.3426 14.6955 -23.9441 -1.38
H -14.6778 13.8326 -23.9827 0.43
H -16.3234 14.2221 -23.8977 0.32
H -15.2814 15.2204 -24.8974 0.29
H -14.9746 14.6801 -21.9248 0.26
H -13.9811 15.8446 -22.7570 0.16
H -15.1995 17.1128 -20.5885 0.19
O -18.4142 17.9755 -27.8621 -0.73
C -19.5177 17.2271 -27.3553 -0.74
C -20.1355 17.5414 -25.9529 0.07
O -20.6995 18.8374 -25.6925 -0.96
H -19.4659 16.1565 -27.5537 0.27
H -20.2245 17.6026 -28.0952 0.27
H -19.2348 17.4527 -25.3454 -0.20
H -20.8518 16.7756 -25.6552 0.26
C -11.1155 18.7741 -23.3562 -0.69
O -11.3880 18.9243 -24.7402 -0.45
H -10.9976 17.7477 -23.0087 0.29
H -10.2017 19.2754 -23.0373 0.30
H -11.9274 19.1950 -22.7630 0.24
H -10.6974 18.5205 -25.2710 0.26
C -14.3729 22.7035 -30.1342 -0.54
O -15.2565 22.0651 -29.3186 -0.42
H -13.3708 22.5656 -29.7282 0.24
H -14.4036 22.0997 -31.0412 0.20
H -14.6125 23.7466 -30.3404 0.24
H -14.9947 21.1425 -29.2753 0.28
C -13.8533 18.3184 -30.5281 -0.75
O -14.1872 18.4856 -29.1825 -0.42
H -14.4326 19.0001 -31.1508 0.25
H -12.7802 18.5001 -30.5884 0.24
H -13.9737 17.2753 -30.8205 0.30
H -15.0904 18.1612 -29.1593 0.30
C -13.6558 23.1106 -21.6593 -0.54
O -13.7603 22.0658 -20.6764 -0.55
H -12.6150 23.4088 -21.7862 0.23
H -14.0300 22.7853 -22.6300 0.23
H -14.1206 24.0672 -21.4210 0.25
H -14.4671 21.4696 -20.9343 0.36
```

highest occupied orbital energy = 0.1446 hartree
frontier orbital gap = 1.56 eV
E_tot = -38928.2253 eV
net charge = -3
max |F| = 4.9 eV/A


Please write out number 4 again, unchanged.
Entry from OMol25: a 8-piece molecular cluster, C10H31F3NO9 overall in a non-equilibrium geometry (ωB97M-V with the def2-TZVPD basis set).

The geometry in XYZ format:
```
54
Properties=species:S:1:pos:R:3:mulliken_charge:R:1
N -15.4375 18.8951 -25.3429 -0.19
H -15.8079 19.8277 -25.2282 0.24
H -15.6568 18.3857 -24.4988 0.18
H -14.4523 18.8808 -25.5648 0.33
H -15.9980 18.4349 -26.0459 0.29
O -16.9820 21.9277 -25.0825 -1.02
H -16.2108 22.4606 -24.8074 0.06
C -16.1005 17.1449 -21.2011 -0.07
O -15.9787 16.5378 -22.4999 -0.14
O -16.4877 18.4963 -21.5081 -0.85
C -17.0400 16.1507 -20.3785 0.74
F -16.5160 14.9574 -20.1051 -0.29
F -17.2597 16.6696 -19.1162 -0.33
F -18.1976 16.0666 -20.8955 -0.25
C -15.0014 15.4701 -22.6753 -0.03
C -15.3426 14.6955 -23.9441 -1.38
H -14.6778 13.8326 -23.9827 0.43
H -16.3234 14.2221 -23.8977 0.32
H -15.2814 15.2204 -24.8974 0.29
H -14.9746 14.6801 -21.9248 0.26
H -13.9811 15.8446 -22.7570 0.16
H -15.1995 17.1128 -20.5885 0.19
O -18.4142 17.9755 -27.8621 -0.73
C -19.5177 17.2271 -27.3553 -0.74
C -20.1355 17.5414 -25.9529 0.07
O -20.6995 18.8374 -25.6925 -0.96
H -19.4659 16.1565 -27.5537 0.27
H -20.2245 17.6026 -28.0952 0.27
H -19.2348 17.4527 -25.3454 -0.20
H -20.8518 16.7756 -25.6552 0.26
C -11.1155 18.7741 -23.3562 -0.69
O -11.3880 18.9243 -24.7402 -0.45
H -10.9976 17.7477 -23.0087 0.29
H -10.2017 19.2754 -23.0373 0.30
H -11.9274 19.1950 -22.7630 0.24
H -10.6974 18.5205 -25.2710 0.26
C -14.3729 22.7035 -30.1342 -0.54
O -15.2565 22.0651 -29.3186 -0.42
H -13.3708 22.5656 -29.7282 0.24
H -14.4036 22.0997 -31.0412 0.20
H -14.6125 23.7466 -30.3404 0.24
H -14.9947 21.1425 -29.2753 0.28
C -13.8533 18.3184 -30.5281 -0.75
O -14.1872 18.4856 -29.1825 -0.42
H -14.4326 19.0001 -31.1508 0.25
H -12.7802 18.5001 -30.5884 0.24
H -13.9737 17.2753 -30.8205 0.30
H -15.0904 18.1612 -29.1593 0.30
C -13.6558 23.1106 -21.6593 -0.54
O -13.7603 22.0658 -20.6764 -0.55
H -12.6150 23.4088 -21.7862 0.23
H -14.0300 22.7853 -22.6300 0.23
H -14.1206 24.0672 -21.4210 0.25
H -14.4671 21.4696 -20.9343 0.36
```

highest occupied orbital energy = 0.1446 hartree
frontier orbital gap = 1.56 eV
E_tot = -38928.2253 eV
net charge = -3
max |F| = 4.9 eV/A


Please write out number 2 again, unchanged.
Entry from OMol25: C6H12Br9N3O6 as an isolated structure in a non-equilibrium geometry (ωB97M-V with the def2-TZVPD basis set).

The geometry in XYZ format:
```
36
Properties=species:S:1:pos:R:3:mulliken_charge:R:1
C 1.5935 0.0086 1.0842 -0.49
N 0.2166 0.4863 0.9233 0.96
O -0.6827 -0.3053 1.1618 -0.47
O 0.0373 1.6540 0.6082 -0.53
H 1.6517 -0.9613 0.5955 -0.08
H 1.8568 -0.1601 2.1242 0.13
H 2.2641 0.6969 0.5846 0.43
C -3.1092 -1.1472 -1.5958 -0.28
N -3.7818 0.1795 -1.5423 0.88
O -3.0423 1.1236 -1.3634 -0.51
O -4.9782 0.2450 -1.7013 -0.54
H -3.7531 -1.9990 -1.3869 0.29
H -2.3950 -1.1248 -0.7782 -0.05
H -2.6920 -1.2498 -2.5911 0.20
C -1.3570 4.4024 0.4086 -0.66
N -1.6200 5.7068 1.0675 0.90
O -2.4310 5.7255 1.9606 -0.54
O -1.0238 6.6741 0.6525 -0.55
H -1.5610 3.6366 1.1485 0.27
H -0.3078 4.3359 0.1414 0.27
H -2.0019 4.3056 -0.4578 0.30
C -0.1798 -3.0639 4.8359 -0.38
Br -1.3856 -3.6690 3.4240 -0.01
Br -1.1638 -2.8879 6.5375 -0.04
Br 0.5537 -1.2831 4.4487 0.01
H 0.5843 -3.8158 4.9589 0.42
C 0.7080 -3.1893 -2.5550 -0.24
Br -0.1701 -2.2278 -3.9914 -0.01
Br 0.4081 -5.1350 -2.7357 -0.02
Br -0.0073 -2.6743 -0.7944 0.06
H 1.7646 -2.9646 -2.5546 0.24
C 5.2957 -0.1791 -2.4309 -0.38
Br 4.7131 1.3008 -3.5307 0.02
Br 6.0988 -1.6012 -3.5390 -0.03
Br 3.8732 -1.0217 -1.3984 0.07
H 6.0239 0.1789 -1.7192 0.37
```

highest occupied orbital energy = -0.3882 hartree
frontier orbital gap = 9.85 eV
E_tot = -653544.3471 eV
max |F| = 1.4 eV/A


Copy entry 4 word for word.
Entry from OMol25: a 8-piece molecular cluster, C10H31F3NO9 overall in a non-equilibrium geometry (ωB97M-V with the def2-TZVPD basis set).

The geometry in XYZ format:
```
54
Properties=species:S:1:pos:R:3:mulliken_charge:R:1
N -15.4375 18.8951 -25.3429 -0.19
H -15.8079 19.8277 -25.2282 0.24
H -15.6568 18.3857 -24.4988 0.18
H -14.4523 18.8808 -25.5648 0.33
H -15.9980 18.4349 -26.0459 0.29
O -16.9820 21.9277 -25.0825 -1.02
H -16.2108 22.4606 -24.8074 0.06
C -16.1005 17.1449 -21.2011 -0.07
O -15.9787 16.5378 -22.4999 -0.14
O -16.4877 18.4963 -21.5081 -0.85
C -17.0400 16.1507 -20.3785 0.74
F -16.5160 14.9574 -20.1051 -0.29
F -17.2597 16.6696 -19.1162 -0.33
F -18.1976 16.0666 -20.8955 -0.25
C -15.0014 15.4701 -22.6753 -0.03
C -15.3426 14.6955 -23.9441 -1.38
H -14.6778 13.8326 -23.9827 0.43
H -16.3234 14.2221 -23.8977 0.32
H -15.2814 15.2204 -24.8974 0.29
H -14.9746 14.6801 -21.9248 0.26
H -13.9811 15.8446 -22.7570 0.16
H -15.1995 17.1128 -20.5885 0.19
O -18.4142 17.9755 -27.8621 -0.73
C -19.5177 17.2271 -27.3553 -0.74
C -20.1355 17.5414 -25.9529 0.07
O -20.6995 18.8374 -25.6925 -0.96
H -19.4659 16.1565 -27.5537 0.27
H -20.2245 17.6026 -28.0952 0.27
H -19.2348 17.4527 -25.3454 -0.20
H -20.8518 16.7756 -25.6552 0.26
C -11.1155 18.7741 -23.3562 -0.69
O -11.3880 18.9243 -24.7402 -0.45
H -10.9976 17.7477 -23.0087 0.29
H -10.2017 19.2754 -23.0373 0.30
H -11.9274 19.1950 -22.7630 0.24
H -10.6974 18.5205 -25.2710 0.26
C -14.3729 22.7035 -30.1342 -0.54
O -15.2565 22.0651 -29.3186 -0.42
H -13.3708 22.5656 -29.7282 0.24
H -14.4036 22.0997 -31.0412 0.20
H -14.6125 23.7466 -30.3404 0.24
H -14.9947 21.1425 -29.2753 0.28
C -13.8533 18.3184 -30.5281 -0.75
O -14.1872 18.4856 -29.1825 -0.42
H -14.4326 19.0001 -31.1508 0.25
H -12.7802 18.5001 -30.5884 0.24
H -13.9737 17.2753 -30.8205 0.30
H -15.0904 18.1612 -29.1593 0.30
C -13.6558 23.1106 -21.6593 -0.54
O -13.7603 22.0658 -20.6764 -0.55
H -12.6150 23.4088 -21.7862 0.23
H -14.0300 22.7853 -22.6300 0.23
H -14.1206 24.0672 -21.4210 0.25
H -14.4671 21.4696 -20.9343 0.36
```

highest occupied orbital energy = 0.1446 hartree
frontier orbital gap = 1.56 eV
E_tot = -38928.2253 eV
net charge = -3
max |F| = 4.9 eV/A